1.
Below is an isolated molecule of CH5IN2O3 in a non-equilibrium geometry, with properties calculated with the ωB97M-V functional and the def2-TZVPD basis.

Atoms and positions in Å:
O  -0.635  -1.445  -1.076
O  0.795  -1.101  -1.230
N  1.331  -0.498  -0.206
N  0.994  0.814  0.177
C  -0.116  0.979  0.902
O  -1.585  0.944  -0.076
I  -0.732  -0.361  2.424
H  -0.921  -1.790  -2.015
H  1.266  -1.161  0.543
H  1.359  1.600  -0.398
H  -0.177  1.902  1.373
H  -1.579  0.118  -0.417

- Kohn-Sham gap (eV) = 9.66
- multiplicity = 1
- relative energy (zero: lowest compared OMol25 entry of this formula, charge and spin) (kcal/mol) = 0.0
- SMILES = OONN[C@@H](O)I
- LUMO energy (eV) = 0.35

Results of the Löwdin charge analysis, in e, for atoms 1 through 5: O -0.10; O -0.12; N -0.10; N -0.04; C -0.68

***

2.
Below is a structure of composition C28H35N5OP2Zr in a non-equilibrium geometry, with properties calculated with the ωB97M-V functional and the def2-TZVPD basis.

Atoms and positions in Å:
Zr  1.770  0.589  -0.738
C  2.505  -2.791  2.906
C  1.720  -2.173  2.015
C  0.537  -1.240  2.096
C  0.729  0.275  2.296
C  1.618  0.592  3.481
C  2.066  -0.264  4.391
C  1.499  -1.578  4.837
C  2.494  -2.670  4.393
C  3.058  2.317  -1.374
H  3.228  -3.528  2.537
H  1.963  -2.425  0.969
H  -0.195  -1.600  2.832
H  -0.012  -1.356  1.149
H  1.179  0.744  1.327
H  -0.258  0.750  2.428
H  1.990  1.622  3.489
H  2.883  0.058  5.059
H  0.527  -1.797  4.389
H  1.388  -1.579  5.940
H  3.495  -2.404  4.775
H  2.221  -3.628  4.861
H  3.776  2.318  -0.525
H  2.862  3.375  -1.583
H  3.558  1.910  -2.281
P  -0.265  2.032  -0.705
P  0.200  -1.431  -1.633
N  -1.372  2.774  0.596
N  -0.616  3.322  -1.897
N  -1.214  -2.322  -0.602
N  -0.046  -2.677  -3.011
C  -1.517  0.751  -1.251
C  -0.923  -0.160  -2.364
C  -0.943  3.592  1.640
C  -2.057  4.083  2.316
C  -3.210  3.550  1.672
C  -2.766  2.752  0.627
C  0.351  4.071  -2.576
C  -0.300  4.862  -3.503
C  -1.703  4.589  -3.408
C  -1.876  3.628  -2.421
C  -1.018  -3.305  0.372
C  -2.259  -3.771  0.817
C  -3.260  -3.082  0.086
C  -2.597  -2.217  -0.781
C  -1.184  -3.397  -3.412
C  -0.963  -3.949  -4.671
C  0.352  -3.544  -5.079
C  0.882  -2.770  -4.052
H  -2.425  1.234  -1.646
H  -1.824  0.160  -0.363
H  -1.725  -0.695  -2.905
H  -0.362  0.439  -3.118
H  0.111  3.759  1.808
H  -2.062  4.734  3.176
H  -4.247  3.689  1.929
H  -3.320  2.167  -0.094
H  1.397  3.936  -2.355
H  0.159  5.544  -4.192
H  -2.495  5.015  -3.992
H  -2.760  3.111  -2.070
H  -0.022  -3.612  0.662
H  -2.451  -4.501  1.587
H  -4.329  -3.206  0.188
H  -3.021  -1.585  -1.540
H  -2.055  -3.494  -2.777
H  -1.676  -4.541  -5.227
H  0.826  -3.774  -6.021
H  1.839  -2.287  -3.946
O  4.831  0.452  2.380
C  4.054  0.338  1.498
N  3.259  0.218  0.588

- charge = +2
- Kohn-Sham gap (eV) = 4.37
- multiplicity = 1
- LUMO energy (eV) = -9.32

Results of the Löwdin charge analysis, in e, for atoms 1 through 5: Zr 1.36; C -0.08; C -0.14; C -0.22; C -0.19

***

3.
Below is a structure of composition C64H101CaCl2N2P4Si, with properties calculated with the ωB97M-V functional and the def2-TZVPD basis.

Atoms and positions in Å:
Ca  0.090  0.029  0.769
C  1.602  5.842  -0.115
C  1.386  4.410  0.381
C  2.501  3.992  1.341
P  0.910  3.022  -0.805
C  0.130  4.001  -2.209
C  1.089  4.495  -3.285
C  -1.026  3.227  -2.842
C  2.523  2.417  -1.503
C  3.572  3.337  -1.622
C  4.845  2.972  -2.016
C  5.101  1.634  -2.270
C  4.068  0.718  -2.182
C  2.748  1.064  -1.848
Si  1.295  -0.264  -1.985
C  0.705  0.260  -3.787
C  1.532  1.053  -4.595
C  1.154  1.520  -5.844
C  -0.105  1.220  -6.333
C  -0.952  0.437  -5.565
C  -0.568  -0.056  -4.317
P  -1.720  -1.055  -3.296
C  -1.112  -2.797  -3.606
C  -2.259  -3.795  -3.448
C  -0.304  -3.064  -4.874
C  -3.380  -1.015  -4.160
C  -3.566  -1.530  -5.603
C  -4.002  0.376  -3.988
C  2.391  -1.889  -2.428
C  3.145  -1.839  -3.611
C  4.238  -2.657  -3.868
C  4.683  -3.519  -2.880
C  3.904  -3.669  -1.742
C  2.720  -2.950  -1.557
P  1.424  -3.650  -0.443
C  2.322  -4.679  0.832
C  1.254  -5.330  1.719
C  3.272  -3.883  1.728
C  0.919  -5.029  -1.654
C  -0.459  -5.634  -1.371
C  1.906  -6.174  -1.887
H  1.667  6.497  0.760
H  0.778  6.203  -0.729
H  2.527  5.979  -0.675
H  0.463  4.450  0.968
H  3.486  4.088  0.884
H  2.391  2.961  1.669
H  2.481  4.629  2.229
H  -0.302  4.862  -1.699
H  1.601  3.665  -3.767
H  1.845  5.175  -2.890
H  0.523  5.030  -4.054
H  -0.659  2.401  -3.445
H  -1.608  3.886  -3.495
H  -1.694  2.819  -2.086
H  3.392  4.375  -1.399
H  5.623  3.721  -2.109
H  6.095  1.301  -2.543
H  4.310  -0.316  -2.378
H  2.517  1.328  -4.238
H  1.838  2.131  -6.423
H  -0.427  1.584  -7.301
H  -1.933  0.221  -5.953
H  -0.436  -2.940  -2.752
H  -2.972  -3.717  -4.270
H  -2.798  -3.642  -2.509
H  -1.870  -4.813  -3.448
H  -0.919  -3.018  -5.774
H  0.132  -4.067  -4.826
H  0.516  -2.355  -4.987
H  -3.944  -1.682  -3.501
H  -3.764  -0.708  -6.293
H  -4.427  -2.202  -5.658
H  -2.703  -2.072  -5.982
H  -3.431  1.141  -4.516
H  -4.039  0.662  -2.936
H  -5.023  0.386  -4.380
H  2.901  -1.100  -4.356
H  4.765  -2.577  -4.812
H  5.589  -4.099  -3.007
H  4.214  -4.377  -0.984
H  2.891  -5.459  0.326
H  0.674  -4.563  2.238
H  1.733  -5.958  2.475
H  0.557  -5.953  1.164
H  2.756  -3.037  2.188
H  4.139  -3.498  1.188
H  3.633  -4.523  2.537
H  0.845  -4.473  -2.592
H  -0.428  -6.327  -0.531
H  -0.790  -6.208  -2.241
H  -1.207  -4.865  -1.161
H  1.933  -6.855  -1.034
H  2.915  -5.832  -2.095
H  1.573  -6.754  -2.753
C  1.711  0.571  7.289
C  1.398  1.119  5.920
C  0.658  2.286  5.780
C  0.303  2.721  4.505
C  -0.412  4.039  4.348
C  0.689  1.989  3.397
C  1.542  0.862  3.479
C  1.843  0.442  4.793
N  1.974  0.268  2.309
C  3.364  -0.161  2.164
C  4.300  1.063  2.105
C  3.955  -1.112  3.229
C  3.442  -0.856  0.808
H  1.554  1.325  8.061
H  2.744  0.223  7.350
H  1.064  -0.279  7.520
H  0.349  2.851  6.653
H  0.093  4.807  4.938
H  -1.446  3.985  4.694
H  -0.407  4.362  3.309
H  0.398  2.348  2.411
H  2.395  -0.472  4.948
H  4.168  1.681  2.997
H  4.084  1.665  1.221
H  5.348  0.749  2.059
H  4.250  -0.573  4.130
H  4.855  -1.580  2.821
H  3.259  -1.908  3.506
H  2.638  -1.598  0.711
H  4.401  -1.355  0.646
H  3.314  -0.124  0.021
C  -2.214  6.659  1.139
P  -2.240  4.945  0.450
C  -3.796  5.080  -0.528
C  -2.864  4.090  1.954
H  -3.160  6.913  1.623
H  -2.016  7.378  0.343
H  -1.410  6.740  1.873
H  -4.632  5.405  0.096
H  -4.035  4.113  -0.971
H  -3.652  5.793  -1.342
H  -3.930  4.283  2.095
H  -2.331  4.461  2.824
H  -2.700  3.013  1.898
C  -0.168  -2.307  5.138
C  -1.448  -1.771  4.557
C  -2.670  -1.999  5.203
C  -3.840  -1.546  4.612
C  -5.171  -1.807  5.271
C  -3.814  -0.868  3.395
C  -2.603  -0.605  2.702
C  -1.441  -1.095  3.363
N  -2.433  0.026  1.513
C  -3.599  0.464  0.752
C  -4.584  1.385  1.538
C  -3.029  1.267  -0.413
C  -4.413  -0.703  0.151
H  0.022  -1.886  6.128
H  0.684  -2.064  4.503
H  -0.223  -3.394  5.245
H  -2.702  -2.543  6.140
H  -5.041  -2.325  6.222
H  -5.807  -2.427  4.634
H  -5.707  -0.875  5.463
H  -4.760  -0.538  2.994
H  -0.488  -0.915  2.879
H  -4.746  2.326  1.007
H  -4.201  1.611  2.530
H  -5.563  0.918  1.666
H  -2.421  0.628  -1.060
H  -3.828  1.712  -1.014
H  -2.393  2.070  -0.028
H  -4.706  -1.412  0.927
H  -3.823  -1.227  -0.603
H  -5.321  -0.324  -0.328
Cl  -2.751  -4.630  2.840
C  -3.011  -4.271  1.130
Cl  -1.854  -3.097  0.502
H  -4.004  -3.851  1.018
H  -2.894  -5.189  0.567

- charge = -1
- Kohn-Sham gap (eV) = 6.14
- multiplicity = 1
- LUMO energy (eV) = 2.32

Results of the Löwdin charge analysis, in e, for atoms 1 through 5: Ca 1.05; C -0.12; C -0.56; C -0.13; P 1.08

***

4.
Below is an isolated molecule of C3H4N2O3 in a non-equilibrium geometry, with properties calculated with the ωB97M-V functional and the def2-TZVPD basis.

Atoms and positions in Å:
H  1.131  1.875  1.024
N  0.890  1.195  0.291
C  0.368  0.123  0.725
N  0.012  -0.197  2.014
C  -0.019  -0.889  -0.302
O  -0.319  -2.026  -0.068
C  -0.144  -0.242  -1.690
O  0.652  -0.370  -2.585
O  -1.277  0.465  -1.764
H  0.483  0.298  2.770
H  -0.448  -1.108  2.231
H  -1.328  0.875  -2.646

- Kohn-Sham gap (eV) = 9.92
- multiplicity = 1
- relative energy (zero: lowest compared OMol25 entry of this formula, charge and spin) (kcal/mol) = 16.2
- SMILES = [H]/N=C(\N)C(=O)C(=O)O
- LUMO energy (eV) = -0.12

Results of the Löwdin charge analysis, in e, for atoms 1 through 5: H 0.07; N 0.17; C -0.44; N 0.13; C -0.25

***

5.
Below is a structure of composition C16H19BCuN6S in a non-equilibrium geometry, with properties calculated with the ωB97M-V functional and the def2-TZVPD basis.

Atoms and positions in Å:
H  0.064  -2.963  -0.103
N  0.653  -1.194  -1.124
B  1.417  0.520  -2.809
N  1.101  -0.948  -2.401
C  1.227  -2.119  -3.068
Cu  0.262  0.370  0.144
H  1.609  -2.129  -4.074
C  0.842  -3.151  -2.204
H  0.812  -4.205  -2.419
C  0.487  -2.524  -1.007
H  1.950  0.587  -3.869
C  -0.165  1.548  1.470
H  -0.626  0.940  2.223
H  -0.972  2.275  1.122
H  0.848  1.931  1.635
N  2.329  1.051  -1.648
N  0.100  1.353  -2.703
N  1.920  1.054  -0.319
N  -0.533  1.495  -1.492
C  3.591  1.506  -1.663
C  -0.633  1.987  -3.639
H  4.047  1.579  -2.648
H  -0.254  2.033  -4.661
C  3.972  1.776  -0.389
C  -1.749  2.515  -3.040
C  2.902  1.463  0.413
C  -1.677  2.173  -1.696
H  4.953  2.181  -0.061
H  -2.550  3.098  -3.508
H  2.797  1.503  1.549
H  -2.394  2.315  -0.881
H  0.858  -0.915  1.055
S  -1.958  -0.926  0.517
C  -2.123  -1.223  2.160
C  -3.240  -0.679  2.850
C  -3.342  -0.843  4.224
C  -2.388  -1.607  4.916
C  -1.325  -2.210  4.226
C  -1.205  -2.055  2.851
H  -3.970  -0.107  2.277
H  -4.164  -0.366  4.760
H  -2.482  -1.745  5.993
H  -0.578  -2.798  4.760
H  -0.414  -2.545  2.282

- Kohn-Sham gap (spin up / spin down) (eV) = 6.86 / 6.36
- multiplicity = 2
- LUMO energy (spin up / spin down) (eV) = -0.66 / -1.40

Results of the Löwdin charge analysis, in e, for atoms 1 through 5: H 0.08; N -0.05; B -0.45; N -0.01; C -0.06

***

Quick rundown of E_tot, same order as above: -18334.55046, -58937.77293, -159507.78680, -12298.29169, -81989.43585 eV